# C3H5FS

The molecule C3H5FS at a distorted geometry (the ωB97M-V functional and the def2-TZVPD basis, the Open Molecules 2025 dataset).

Each line ends with the Mulliken charge.
Atoms and positions in Å:
C 1.7263 -0.1389 -0.6517  -0.663
C 0.6868 0.2958 -0.0077  0.477
F 0.5688 1.6239 0.3494  -0.267
C -0.8062 -0.5892 0.5519  -0.560
S -2.3167 0.0328 -0.2990  -0.198
H 2.5182 0.6702 -0.8696  0.247
H 1.7209 -1.2076 -0.8222  0.265
H -0.8971 -1.5960 0.0279  0.250
H -1.0320 -0.4483 1.6443  0.317
H -2.1689 1.3574 0.0767  0.132

Forces on the atoms, in the same order (eV/Å):
C 1.2 1.1 -0.2
C -4.5 -0.3 2.4
F 0.0 -1.2 -0.3
C 1.3 1.5 -2.2
S 0.6 1.6 0.4
H -1.1 -1.9 0.1
H 0.7 0.2 -0.4
H 1.1 0.8 1.7
H 1.0 -0.7 -1.1
H -0.3 -1.0 -0.3

## Properties
total energy = -16742.437 eV
largest force on an atom = 5.133 eV Å⁻¹
multiplicity = 1
energy above the lowest of the compared OMol25 structures with the same formula, charge and spin = 167.55 kJ/mol
highest occupied orbital energy = -0.339 hartree
gap between HOMO and LUMO = 10.09 eV
LUMO level = 0.870 eV

=====

# C9H17Br2O4PSYb

A structure of composition C9H17Br2O4PSYb at a distorted geometry (the ωB97M-V functional and the def2-TZVPD basis, the Open Molecules 2025 dataset).

Each line ends with the Mulliken charge.
Atoms and positions in Å:
C 1.4375 -4.0286 -0.4583  -1.321
C 0.4224 -2.9249 -0.3302  -0.192
O 0.9646 -1.6795 -0.8195  -0.290
C -0.0903 -0.8083 -1.1119  -0.899
P 0.5144 0.9631 -1.3151  -0.117
C -0.5366 2.1563 -0.3187  -0.256
C -1.9545 2.3727 -0.8310  -1.015
C -2.7526 1.0995 -0.6760  -0.523
S -2.8979 0.7640 1.0823  1.191
O -1.6462 0.9935 1.8139  -0.433
O -3.3607 -0.5452 1.2312  -0.611
O -3.9694 1.7384 1.6955  -0.465
C 2.2344 0.9670 -0.6337  0.113
Br 3.5017 1.6338 -1.8860  -0.065
C 2.6353 0.5396 0.5313  0.524
C 4.0337 0.4924 1.0306  -1.467
Br 1.3607 -0.1644 1.8288  -0.110
H 1.9588 -3.9838 -1.4074  0.334
H 0.8918 -4.9694 -0.4479  0.395
H 2.1423 -4.0690 0.3665  0.310
H -0.4193 -3.1778 -0.9803  0.346
H 0.0118 -2.8215 0.6769  0.313
H -0.9311 -0.9011 -0.4226  0.519
H -0.4836 -1.0707 -2.1008  0.664
H -0.0144 3.1159 -0.4294  0.754
H -0.5211 1.9347 0.7442  -0.323
H -1.8817 2.6594 -1.8764  0.378
H -2.5255 3.1729 -0.3574  0.418
H -2.3826 0.2799 -1.2771  0.413
H -3.7701 1.2503 -1.0334  0.470
H -4.8035 1.2234 1.7385  0.413
H 4.3227 -0.5606 1.0104  0.330
H 4.7151 1.0074 0.3713  0.527
H 4.0995 0.8054 2.0669  0.329
Yb -0.3055 2.5350 2.5249  1.344

Forces on the atoms, in the same order (eV/Å):
C -0.2 -0.3 0.4
C -0.1 -0.3 -1.0
O -0.3 0.1 0.7
C 0.2 0.1 -0.1
P 0.2 0.1 -1.6
C 1.4 1.3 0.3
C 0.2 -0.3 -0.3
C -0.6 1.4 0.1
S -0.7 -2.0 -0.4
O -1.2 0.6 0.6
O -0.8 -1.6 0.0
O 0.5 0.3 -0.4
C -1.6 0.6 -1.0
Br -0.3 -0.1 0.1
C 0.9 0.1 1.2
C -0.2 -1.0 0.2
Br 0.0 0.7 0.0
H 0.1 0.2 -0.1
H 0.0 -0.2 0.1
H 0.2 0.2 0.0
H -0.1 0.0 0.0
H 0.2 0.2 0.2
H 0.1 0.0 0.4
H -0.1 0.1 -0.1
H 0.2 -0.1 -0.3
H 0.0 -0.5 -1.8
H -0.1 -0.1 -0.2
H 0.4 0.3 0.2
H 0.3 -0.5 0.6
H -0.3 0.0 0.3
H 0.0 0.3 0.1
H 0.2 -0.1 0.1
H 0.1 0.3 0.1
H 0.2 0.2 0.0
Yb 1.1 0.1 1.4

## Properties
net charge = +2
total energy = -209518.479 eV
largest force on an atom = 2.134 eV Å⁻¹
multiplicity = 1
highest occupied orbital energy = -0.539 hartree
gap between HOMO and LUMO = 6.13 eV
LUMO level = -8.537 eV

=====

# C25H46N2O6P

A cluster of 2 separate species, C25H46N2O6P in total at a distorted geometry (the ωB97M-V functional and the def2-TZVPD basis, the Open Molecules 2025 dataset).

Each line ends with the Mulliken charge.
Atoms and positions in Å:
C 2.8446 -0.9403 2.8654  -0.640
C 3.8217 0.0583 3.2343  -0.077
C 5.1931 0.1003 2.3566  -0.897
C 4.7009 0.1623 0.8168  -0.238
N 4.6694 -1.1039 0.1224  0.142
C 4.2197 -1.2272 -1.2512  -0.316
C 3.7406 0.0229 -2.0378  0.042
N 3.2446 -0.1303 -3.4361  0.259
C 1.8016 -0.5667 -3.2891  -0.506
C 4.0461 -1.1196 -4.1894  0.606
C 3.5723 -2.5913 -4.6060  -0.821
O 5.2048 -0.7444 -4.5498  -0.556
C 3.7518 1.4340 -1.3162  -0.335
C 3.2229 2.7713 -2.0605  -0.742
C 1.6085 2.7004 -1.9983  -0.475
C 0.8935 4.0618 -1.5276  -0.584
C -0.3292 3.7168 -0.5366  -0.428
C -1.7734 4.2350 -1.0934  -0.689
C -2.8784 3.3671 -0.2591  -0.732
C -3.1957 1.9432 -0.9367  -0.407
C -2.5613 0.6808 -0.1203  -0.086
C -3.3204 -0.7054 -0.4351  -0.202
C -2.8458 -1.3892 -1.8323  -1.031
C 4.2585 1.5126 0.1789  0.630
P 4.2643 3.1849 1.0354  0.754
O 2.9928 4.0158 0.8142  -0.546
O 4.4977 3.0857 2.7296  -0.485
O 5.6023 4.0931 0.4285  -0.521
H 2.3277 -1.5904 3.6676  0.292
H 2.4936 -1.0992 1.7906  0.221
H 3.6137 0.8088 4.0847  0.341
H 5.7949 -0.8466 2.5849  0.419
H 5.8551 0.9921 2.6226  0.373
H 4.9715 -1.9588 0.6237  0.372
H 4.1807 -2.2609 -1.7609  0.138
H 1.2451 0.1067 -2.5304  -0.086
H 1.7145 -1.6339 -2.8576  0.386
H 1.2195 -0.4415 -4.2772  0.272
H 4.2839 -3.1199 -5.3254  0.315
H 3.4654 -3.1918 -3.6301  0.215
H 2.5204 -2.5372 -5.0778  0.296
H 3.6737 3.7259 -1.6308  0.497
H 3.5806 2.7110 -3.1588  0.449
H 1.2208 2.3680 -3.0191  0.374
H 1.3248 1.8650 -1.2531  0.130
H 0.4347 4.5313 -2.4838  0.475
H 1.6073 4.8529 -1.1120  0.356
H -0.0792 4.1849 0.4890  0.245
H -0.4723 2.5939 -0.3397  -0.059
H -1.9026 5.3385 -0.8333  0.322
H -1.9134 3.9850 -2.1985  0.374
H -3.8428 3.9778 -0.1865  0.362
H -2.4972 3.1682 0.8157  0.329
H -4.3291 1.7584 -0.9646  0.352
H -2.7883 1.8985 -2.0114  0.194
H -2.6772 0.8905 1.0064  0.327
H -1.4746 0.5764 -0.4597  -0.243
H -4.4539 -0.5051 -0.4755  0.298
H -3.0876 -1.4899 0.3770  0.018
H -1.8989 -2.0162 -1.7163  0.256
H -2.7577 -0.6021 -2.6547  0.254
H -3.6718 -2.1217 -2.1806  0.319
H 4.8206 3.9659 3.0403  0.352
H 6.4197 3.6372 0.7578  0.341
C -6.1794 -5.8371 3.3366  -0.716
O -5.4924 -4.9853 4.2438  -0.372
C -4.3487 -4.3737 3.6524  -0.597
C -4.6349 -2.9287 3.2556  -0.373
O -5.5874 -2.8611 2.1947  -0.318
C -6.8876 -2.5210 2.6585  -0.799
H -7.1529 -6.0783 3.7669  0.248
H -6.3380 -5.3586 2.3669  0.312
H -5.6154 -6.7652 3.2021  0.320
H -3.9951 -4.9541 2.7934  0.322
H -3.5577 -4.3795 4.4093  0.387
H -3.7101 -2.4779 2.8817  0.312
H -4.9689 -2.3432 4.1189  0.354
H -6.9223 -1.4563 2.9130  0.308
H -7.1803 -3.1177 3.5256  0.357
H -7.5978 -2.7121 1.8512  0.258

Forces on the atoms, in the same order (eV/Å):
C 1.3 1.7 1.3
C -1.6 -2.1 -1.3
C -1.5 0.6 -0.8
C 0.1 1.0 -0.5
N -1.1 3.0 -1.9
C -1.0 3.5 -0.4
C 1.7 -0.5 3.2
N -0.5 -1.9 2.2
C -1.7 0.2 0.4
C 4.7 0.8 -2.2
C -1.3 0.7 0.6
O -4.5 -1.4 1.7
C 0.9 -0.9 1.4
C 0.5 -1.5 -0.6
C 0.2 0.0 0.5
C -0.8 -0.3 -1.0
C -0.2 0.7 -0.1
C 0.2 -1.2 1.9
C 0.0 0.2 -0.3
C 0.1 -0.8 0.4
C -0.8 0.0 -0.5
C 0.6 -0.2 -0.5
C -1.2 -0.1 0.2
C 0.0 -4.6 -2.3
P -1.9 4.5 0.8
O 3.4 -2.8 0.0
O 0.7 -0.2 -2.8
O -1.4 -3.0 1.8
H 0.1 2.0 -1.3
H 1.4 -0.5 1.4
H 1.1 -1.9 -0.8
H -1.0 1.3 -0.5
H -1.1 -1.2 -0.5
H -0.3 0.9 -0.4
H 0.3 1.8 1.2
H 1.2 -1.0 -1.3
H 0.1 1.5 -0.9
H 1.2 -0.4 1.5
H -0.8 1.2 1.2
H 0.1 0.7 -1.5
H 1.7 -0.2 0.8
H -0.8 -1.5 -0.2
H -0.6 -0.1 1.8
H 0.5 0.5 1.4
H 0.4 1.4 -1.0
H 0.8 -0.7 1.5
H -0.9 -1.5 -0.4
H -0.7 -0.7 -1.6
H 0.6 1.5 -0.5
H 0.2 -1.4 -0.8
H 0.3 0.7 1.4
H 1.3 -0.9 -0.1
H -0.6 0.5 -1.7
H 1.6 0.4 -0.1
H -0.7 0.2 1.5
H 0.5 -0.3 -1.7
H -1.2 0.1 0.9
H 1.7 -0.4 0.2
H -0.6 1.4 -1.0
H -1.1 1.1 -0.2
H 0.1 -1.1 1.1
H 1.4 1.1 0.6
H -0.4 -0.7 -0.4
H -0.6 0.7 -0.6
C -0.1 0.0 0.2
O 0.1 0.1 -0.4
C -0.3 0.2 0.5
C 0.0 -0.3 -0.5
O 0.0 0.0 0.4
C 0.0 0.0 -0.2
H 0.1 0.0 0.1
H 0.1 0.0 0.0
H 0.0 0.0 -0.1
H -0.1 0.1 0.0
H 0.0 0.0 0.0
H 0.0 0.0 0.0
H 0.0 -0.1 0.0
H -0.1 0.0 0.1
H 0.1 0.0 0.0
H 0.2 0.0 0.0

## Properties
net charge = +1
total energy = -51210.203 eV
largest force on an atom = 5.209 eV Å⁻¹
multiplicity = 1
highest occupied orbital energy = -0.390 hartree
gap between HOMO and LUMO = 5.93 eV
LUMO level = -4.683 eV

=====

# C2H3BrClI

A structure of composition C2H3BrClI at a distorted geometry (the ωB97M-V functional and the def2-TZVPD basis, the Open Molecules 2025 dataset).

Each line ends with the Löwdin spin population.
Atoms and positions in Å:
C -1.2676 0.9942 -0.1026  0.020
C 1.8479 -0.8774 -0.3255  1.324
Cl 0.1519 0.4146 0.7448  0.155
Br 0.9901 -2.2896 -1.0859  0.269
I 2.8872 -1.3390 1.4434  0.224
H -1.8231 0.1738 -0.7344  0.001
H -1.8413 1.2049 0.8122  0.007
H -0.9451 1.7183 -0.7520  0.000

Forces on the atoms, in the same order (eV/Å):
C -2.3 -3.4 1.0
C 1.6 -1.4 0.9
Cl 0.0 0.2 0.5
Br -0.4 -0.3 -0.9
I 0.2 0.5 -0.5
H 1.3 1.3 1.4
H -0.6 0.9 -1.3
H 0.2 2.2 -1.1

## Properties
total energy = -92783.037 eV
largest force on an atom = 4.245 eV Å⁻¹
multiplicity = 3
highest occupied orbital energy (alpha / beta) = -0.270 / -0.354 hartree
gap between HOMO and LUMO (alpha / beta) = 7.76 / 7.96 eV
LUMO level (alpha / beta) = 0.423 / -1.662 eV